No. 1
Below is an isolated ion of composition C3H3O3S and charge -1, with properties calculated with ωB97M-V with the def2-TZVPD basis set.

XYZ file:
```
10
Properties=species:S:1:pos:R:3
C -1.56 -0.27 0.06
C -2.57 -0.91 0.09
C -0.25 0.34 -0.15
O 2.17 1.33 -0.68
O 2.57 -0.23 1.19
O 0.60 -0.63 -0.61
S 2.34 -0.09 -0.28
H -3.43 -1.50 0.36
H -0.19 1.15 -0.76
H 0.32 0.81 0.79
```

- HOMO-LUMO gap: 8.368 eV
- 2S+1: 1
- E_LUMO: 3.919 eV
- Energy above the lowest of the compared OMol25 structures with the same formula, charge and spin: 2.452 eV
- Net charge: -1


No. 2
Below is one molecule with the formula C6H7NO, with properties calculated with ωB97M-V with the def2-TZVPD basis set.

XYZ file:
```
15
Properties=species:S:1:pos:R:3
C 2.11 -1.88 -0.70
C 1.15 -1.33 -0.22
C -0.26 -1.21 0.47
O -0.95 -2.18 0.69
C -0.57 0.19 0.47
C -1.27 0.83 1.62
C 0.24 0.86 -0.46
N -0.03 0.94 -1.80
H 2.91 -2.46 -1.11
H -2.05 0.17 2.00
H -0.57 1.04 2.44
H -1.74 1.77 1.33
H 0.83 1.71 -0.13
H 0.65 1.43 -2.37
H -0.45 0.12 -2.22
```

- HOMO-LUMO gap (alpha / beta): 7.153 / 7.147 eV
- 2S+1: 1
- E_LUMO (alpha / beta): -0.483 / -0.485 eV
- Energy above the lowest of the compared OMol25 structures with the same formula, charge and spin: 4.362 eV
- SMILES: C#CC(=O)/C(C)=C\N


No. 3
Below is a 7-piece molecular cluster, C36H66BF4N12 overall, with properties calculated with ωB97M-V with the def2-TZVPD basis set.

XYZ file:
```
119
Properties=species:S:1:pos:R:3
C -1.17 0.55 -3.90
C -0.40 1.97 -3.74
N 0.98 1.85 -3.29
C 1.99 1.52 -4.15
C 3.24 1.42 -3.41
N 2.91 1.68 -2.12
C 1.55 1.97 -1.99
C 3.73 1.63 -0.93
H -0.99 -0.06 -3.01
H -0.99 0.00 -4.82
H -2.26 0.58 -3.93
H -0.89 2.79 -3.22
H -0.46 2.26 -4.79
H 1.66 1.27 -5.15
H 4.26 1.29 -3.71
H 1.08 2.10 -1.03
H 3.81 2.54 -0.32
H 4.75 1.36 -1.21
H 3.39 0.73 -0.42
C 4.43 -1.38 1.40
C 4.19 -2.68 0.83
N 4.92 -3.77 1.52
C 5.81 -4.66 0.97
C 6.17 -5.53 1.96
N 5.55 -5.15 3.14
C 4.72 -4.15 2.80
C 5.59 -5.87 4.37
H 3.91 -1.29 2.36
H 3.97 -0.75 0.64
H 5.40 -0.98 1.68
H 4.47 -2.64 -0.22
H 3.15 -3.02 0.79
H 6.18 -4.43 -0.03
H 6.84 -6.38 2.02
H 3.97 -3.77 3.47
H 6.65 -5.92 4.62
H 5.34 -6.90 4.15
H 4.99 -5.35 5.11
C -5.78 6.29 0.65
C -5.96 4.88 -0.08
N -4.63 4.24 -0.27
C -3.75 4.74 -1.20
C -2.90 3.74 -1.33
N -3.09 2.69 -0.41
C -4.20 3.04 0.19
C -2.20 1.59 -0.28
H -5.23 6.93 -0.04
H -5.19 6.34 1.57
H -6.72 6.71 1.01
H -6.42 4.97 -1.06
H -6.54 4.31 0.65
H -3.95 5.72 -1.62
H -2.00 3.76 -1.94
H -4.71 2.45 0.93
H -1.61 1.67 -1.20
H -2.77 0.66 -0.26
H -1.67 1.81 0.65
C -5.67 -0.62 1.44
C -4.65 -0.67 2.54
N -3.91 -1.93 2.63
C -3.89 -2.77 3.66
C -3.04 -3.82 3.35
N -2.52 -3.60 2.14
C -3.01 -2.40 1.69
C -1.63 -4.47 1.47
H -6.44 -1.37 1.61
H -5.22 -0.70 0.44
H -6.22 0.32 1.49
H -5.03 -0.48 3.54
H -4.02 0.19 2.32
H -4.47 -2.67 4.56
H -2.84 -4.74 3.87
H -2.61 -1.92 0.81
H -1.30 -3.90 0.60
H -1.96 -5.48 1.23
H -0.68 -4.33 1.99
C 1.88 2.46 3.70
C 1.01 2.38 2.41
N 0.17 3.58 2.31
C 0.53 4.79 1.74
C -0.48 5.76 2.00
N -1.45 5.06 2.71
C -1.12 3.76 2.84
C -2.69 5.51 3.23
H 1.23 2.82 4.50
H 2.67 3.20 3.56
H 2.29 1.49 3.96
H 0.22 1.63 2.47
H 1.53 2.16 1.48
H 1.44 5.04 1.21
H -0.70 6.76 1.64
H -1.64 2.94 3.30
H -3.58 4.95 2.95
H -2.86 6.55 2.92
H -2.59 5.58 4.31
C 2.29 -4.64 -2.26
C 1.81 -3.16 -2.14
N 1.70 -2.67 -3.50
C 2.69 -2.25 -4.37
C 2.22 -2.03 -5.65
N 0.89 -2.26 -5.62
C 0.55 -2.62 -4.30
C 0.05 -2.26 -6.81
H 2.74 -4.95 -1.32
H 2.98 -4.81 -3.09
H 1.48 -5.38 -2.29
H 2.50 -2.52 -1.58
H 0.80 -3.00 -1.75
H 3.69 -2.21 -3.97
H 2.67 -1.72 -6.58
H -0.37 -3.12 -4.05
H -0.32 -3.25 -7.05
H 0.48 -1.79 -7.70
H -0.92 -1.87 -6.53
B 0.42 -0.78 0.79
F 1.59 -0.08 0.84
F 0.67 -2.12 0.75
F -0.48 -0.45 1.70
F 0.02 -0.50 -0.54
```

- HOMO-LUMO gap (alpha / beta): 6.180 / 1.919 eV
- 2S+1: 2
- E_LUMO (alpha / beta): -15.293 / -19.554 eV
- Energy above the lowest of the compared OMol25 structures with the same formula, charge and spin: 1.638 eV
- Net charge: +6


No. 4
Below is C21H25AuBN5O3STe as an isolated structure, with properties calculated with ωB97M-V with the def2-TZVPD basis set.

XYZ file:
```
58
Properties=species:S:1:pos:R:3
Au -1.09 1.31 0.88
B 1.32 -0.87 0.15
N 0.02 -1.15 -0.74
C -0.13 -1.99 -1.75
C -1.35 -1.69 -2.40
C -1.83 -0.60 -1.66
N -0.98 -0.28 -0.69
N 0.82 -0.95 1.68
C 0.99 -1.89 2.63
C 0.38 -1.49 3.78
C -0.20 -0.30 3.41
N 0.11 0.09 2.17
H 1.67 0.22 -0.03
H 2.17 -1.71 -0.20
H 0.70 -2.66 -2.14
H -1.77 -2.22 -3.25
H -2.82 -0.15 -1.66
H 1.56 -2.75 2.47
H 0.23 -2.09 4.66
H -0.84 0.31 4.03
C -0.47 7.30 -4.28
C -0.92 6.40 -3.13
C -2.18 5.87 -2.98
C -2.50 5.03 -1.93
C -3.81 4.45 -1.90
C -1.45 4.69 -0.99
Te -2.10 3.61 0.68
C -0.14 5.15 -1.17
C 0.92 4.77 -0.24
C 0.06 5.99 -2.23
H -1.37 7.69 -4.79
H 0.14 6.81 -5.04
H 0.15 8.08 -3.87
H -2.87 6.09 -3.78
H -4.54 4.97 -2.53
H -4.26 4.24 -0.88
H -3.67 3.46 -2.34
H 0.81 3.74 0.32
H 0.97 5.61 0.46
H 1.92 4.80 -0.67
H 1.09 6.28 -2.48
N 2.44 -5.66 -1.06
C 2.04 -5.64 0.27
C 2.62 -6.39 1.26
C 2.29 -6.26 2.70
C 1.08 -5.60 3.01
C 0.42 -4.86 2.01
C 0.89 -4.94 0.70
S 0.61 -5.22 4.64
O 1.50 -4.20 4.99
O -0.67 -4.67 4.57
O 0.93 -6.46 5.45
H 1.69 -5.61 -1.79
H 3.13 -6.40 -1.31
H 3.43 -7.08 1.13
H 2.98 -6.48 3.51
H -0.49 -4.34 2.29
H 0.35 -4.36 0.01
```

- HOMO-LUMO gap (alpha / beta): 8.591 / 4.242 eV
- 2S+1: 3
- E_LUMO (alpha / beta): 0.337 / -4.215 eV